Formula: C15H24N2O7S
Source: the OMol25 dataset
Level of theory: ωB97M-V/def2-TZVPD

```
49
C15H24N2O7S ωB97M-V/def2-TZVPD
C 0.82 -2.55 -2.41
C -0.71 -2.47 -2.37
O -1.43 -3.49 -2.30
N -1.17 -1.25 -2.54
C -2.48 -0.71 -2.62
C -2.73 0.44 -1.68
S -2.28 -0.25 -0.01
C -1.15 1.02 0.57
O -1.46 2.18 0.42
C 0.28 0.69 1.07
C 0.24 -0.36 2.27
O 1.50 -0.97 2.41
C -0.13 0.28 3.58
C -0.02 -0.66 4.79
C -1.49 1.20 3.64
N 1.24 1.81 1.32
C 2.55 1.71 0.78
O 3.36 2.58 0.98
C 2.61 0.50 -0.07
C 3.26 0.72 -1.42
C 1.09 0.19 -0.27
O 0.56 0.84 -1.49
C -2.70 -0.22 -4.03
O -3.49 -0.71 -4.79
O -1.69 0.48 -4.57
H 1.14 -3.24 -3.22
H 1.40 -1.64 -2.68
H 1.28 -2.83 -1.39
H -0.37 -0.67 -2.77
H -3.24 -1.49 -2.34
H -2.15 1.31 -2.00
H -3.81 0.72 -1.62
H -0.57 -1.12 2.04
H 2.14 -0.37 2.41
H 0.58 1.03 3.78
H 0.94 -1.14 4.87
H -0.38 -0.12 5.72
H -0.70 -1.50 4.74
H -1.49 1.52 4.75
H -1.35 2.08 3.08
H -2.36 0.55 3.41
H 1.09 2.57 1.91
H 3.16 -0.36 0.40
H 3.10 1.81 -1.76
H 4.27 0.58 -1.16
H 2.80 0.04 -2.15
H 1.04 -0.90 -0.36
H 0.66 1.76 -1.41
H -1.78 0.41 -5.50
```

Output
Structure (SMILES): CC(=O)N[C@@H](CSC(=O)[C@]1([C@@H](O)C(C)C)NC(=O)[C@H](C)[C@@H]1O)C(=O)O
Energy above the lowest of the compared OMol25 structures with the same formula, charge and spin: 184.2 kJ/mol
Gap between HOMO and LUMO: 9.88 eV
E: -44091.15202 eV
HOMO level: -9.7274 eV